Model one:
A 2-piece molecular cluster, C4H7O4 overall. Source: the Open Molecules 2025 dataset; level of theory: ωB97M-V/def2-TZVPD.

Properties
charge = -1
HOMO = -4.57 eV
gap between HOMO and LUMO = 8.384 eV

Last column: Mulliken charge in e.
Atoms and positions in Å:
H  -1.06711  0.28614  -2.13266  0.3484
H  1.68107  -0.34355  1.04535  0.3455
C  0.05664  -0.87798  -0.10072  -0.4934
O  0.26583  1.10034  2.97740  -0.5879
H  0.61247  -1.17121  2.12079  0.3387
C  0.65093  -0.44065  1.22877  -0.5497
H  0.11417  -1.94180  0.07047  0.2539
O  0.55809  0.95673  -1.44608  -0.7531
C  0.97092  -0.25710  -1.28972  0.3291
H  -1.00500  -0.70146  -0.31057  0.4607
O  1.74291  -0.85756  -1.95361  -0.6793
H  -0.66305  1.43075  1.35706  0.4892
C  -0.00265  0.79571  1.77716  -0.0954
O  -1.95450  0.60248  -1.96455  -0.7070
H  -1.96072  1.41916  -1.37911  0.3003


Model two:
A 2-piece molecular cluster, C4H7O4 overall. Source: the Open Molecules 2025 dataset; level of theory: ωB97M-V/def2-TZVPD.

Properties
charge = -1
HOMO = -4.33 eV
gap between HOMO and LUMO = 8.171 eV

Last column: Mulliken charge in e.
Atoms and positions in Å:
H  -1.90348  -0.92014  -0.71332  0.2597
O  -0.93392  1.67943  -0.07007  -0.6683
C  -1.46379  0.76852  0.54817  0.5171
C  0.22097  -0.87371  -0.39442  0.3250
C  -1.22642  -0.74136  0.07336  -0.8531
H  1.35451  2.07416  -0.53657  0.3849
H  0.86287  0.15755  -0.15634  -0.2071
H  0.48584  -1.19637  -1.42154  0.2422
C  0.81583  -1.93329  0.53035  -0.1149
H  1.52968  3.62642  -0.81758  0.3059
H  -1.50744  -1.37627  0.87617  0.3701
O  1.62145  -2.72794  0.07483  -0.5484
H  0.62033  -2.07360  1.62795  0.4064
O  -2.37756  0.82893  1.36999  -0.7398
O  1.90114  2.70765  -0.99098  -0.6797


The structure shown above that is most stable: model two.